(1)
C20H28F12KO12V | ωB97M-V/def2-TZVPD

XYZ file:
```
74
Properties=species:S:1:pos:R:3:mulliken_charge:R:1
K -3.0113 -3.7451 1.0208 0.95
V -1.1766 -1.8695 -2.3474 0.67
O -2.9159 -0.5117 -2.5764 -0.69
C -4.1125 -1.1956 -2.2916 0.51
C -4.0103 -2.7590 -2.4144 -0.48
O -2.7533 -3.3537 -2.0221 -0.78
H -5.0425 -0.8436 -2.7379 0.37
H -4.3323 -0.9499 -1.2526 -0.53
H -4.2220 -2.9088 -3.4731 0.24
H -4.6412 -3.2864 -1.6988 0.19
O -0.9796 -2.0217 -0.0768 -0.76
C -0.1380 -0.9199 0.3229 0.39
C 0.6320 -0.1237 -0.8171 0.11
O -0.0041 -0.0776 -2.0838 -0.77
H 0.6212 -1.1472 1.0713 0.26
H -0.7854 -0.2400 0.8768 -0.39
H 1.5341 -0.6803 -1.0709 -0.21
H 1.0260 0.8521 -0.5328 0.15
C 0.5405 4.2331 -1.5259 -1.09
C 1.4867 3.3922 -2.3728 -0.14
O 1.7912 4.0447 -3.5575 -0.34
C 0.9333 3.9825 -4.6171 0.39
O -0.1587 3.3276 -4.5089 -0.49
C 1.4325 4.5589 -5.9224 0.82
F 1.4818 5.8598 -5.9838 -0.26
F 2.6815 4.1622 -6.2241 -0.24
F 0.5245 4.2359 -6.9259 -0.25
H 0.9641 5.2151 -1.3154 0.37
H 0.3185 3.6998 -0.6015 0.25
H -0.3563 4.5442 -2.0617 0.31
H 1.1382 2.3876 -2.6127 0.36
H 2.4633 3.2803 -1.9019 0.28
C -3.2593 1.4275 0.4753 -1.45
C -3.6010 0.2006 1.3069 0.67
O -4.8463 0.4665 2.0723 -0.35
C -5.4366 -0.5836 2.7144 0.36
O -4.9760 -1.7550 2.6247 -0.56
C -6.6211 -0.1112 3.5254 0.89
F -6.6973 -0.9029 4.6215 -0.26
F -6.5425 1.2017 3.8438 -0.22
F -7.7589 -0.2761 2.9144 -0.24
H -2.3600 1.4207 -0.1405 0.33
H -3.2926 2.3773 1.0090 0.39
H -4.1147 1.5591 -0.1873 0.40
H -2.8166 -0.0984 2.0022 0.02
H -3.8474 -0.6780 0.7107 -0.16
C 4.4108 -2.1698 -1.4450 -1.07
C 4.7089 -3.6049 -1.9205 -0.33
O 6.0140 -3.9485 -1.4708 -0.21
C 6.4478 -5.2491 -1.4433 0.26
O 5.7236 -6.2064 -1.5670 -0.52
C 7.8679 -5.4221 -1.0516 0.94
F 8.2879 -6.3954 -1.8716 -0.23
F 8.6677 -4.3461 -1.2270 -0.23
F 7.8643 -5.7527 0.3012 -0.24
H 5.1237 -1.4801 -1.8969 0.33
H 4.2887 -1.9242 -0.3900 0.32
H 3.5381 -1.8703 -2.0253 0.29
H 4.5814 -3.7830 -2.9883 0.31
H 3.9030 -4.2398 -1.5524 0.33
C -1.8274 2.1201 3.9130 -0.93
C -0.8938 1.0231 4.4383 -0.12
O 0.2847 1.6244 4.9353 -0.24
C 1.4527 0.8971 4.8921 0.36
O 1.5987 -0.2004 4.4761 -0.48
C 2.6167 1.7129 5.4232 0.86
F 2.9942 1.1536 6.5846 -0.26
F 3.5776 1.6231 4.5575 -0.22
F 2.2998 3.0087 5.7444 -0.24
H -2.8175 1.6954 3.7477 0.19
H -1.4006 2.6993 3.0941 0.21
H -1.9867 2.9122 4.6446 0.46
H -0.6420 0.2959 3.6663 0.24
H -1.4437 0.4368 5.1744 0.21
```

Summary:
* expectation value of S²: 3.7579
* total charge: -1
* Kohn-Sham gap (alpha / beta): 4.15 / 5.16 eV
* electronic energy: -4424.0739 Eh
* 2S+1: 4
* E_HOMO (alpha / beta): -2.81 / -3.83 eV
* E_LUMO (alpha / beta): 1.34 / 1.33 eV


(2)
C20H28F6N3O4P2PtS2 | ωB97M-V/def2-TZVPD

XYZ file:
```
66
Properties=species:S:1:pos:R:3:mulliken_charge:R:1
Pt -0.0458 0.3910 0.1644 1.81
C 2.9957 1.7346 -0.8017 -1.45
P 2.1711 0.5739 0.2983 0.62
C 2.6290 1.0936 1.9742 0.77
N 3.8525 1.4755 2.2445 -0.55
C 4.1328 1.7530 3.5353 0.21
C 5.4275 2.1863 3.8953 -0.59
C 5.7155 2.4290 5.2042 -0.54
C 4.7346 2.2504 6.2117 -0.55
C 3.4748 1.8387 5.8986 -0.62
C 3.1390 1.5864 4.5503 0.11
N 1.8825 1.2099 4.2308 -0.49
C 1.6307 1.0002 2.9623 -0.01
P -0.0480 0.5954 2.4003 0.74
C -0.5239 -0.8626 3.3562 -1.48
C -1.1533 1.9996 2.8680 1.58
C -2.5882 1.6402 2.4636 -1.74
C -0.6805 3.2367 2.0948 -1.52
C -1.1014 2.2669 4.3758 -1.71
C 2.9527 -1.0818 0.0232 1.57
C 2.2549 -2.1125 0.9132 -1.62
C 2.7678 -1.4278 -1.4598 -1.78
C 4.4468 -1.0490 0.3576 -1.82
H 4.0726 1.5990 -0.7056 0.51
H 2.7268 2.7503 -0.5249 0.45
H 2.6824 1.5600 -1.8281 0.32
H 6.1583 2.3093 3.1075 0.48
H 6.7043 2.7602 5.4912 0.42
H 5.0015 2.4498 7.2408 0.42
H 2.7060 1.7006 6.6468 0.48
H -0.3405 -0.6759 4.4141 0.47
H 0.0678 -1.7159 3.0317 0.41
H -1.5790 -1.0836 3.1984 0.44
H -2.6774 1.3847 1.4096 0.30
H -3.2179 2.5132 2.6446 0.50
H -2.9873 0.8215 3.0640 0.38
H -0.8201 3.1239 1.0170 0.26
H 0.3711 3.4637 2.2866 0.32
H -1.2670 4.0979 2.4192 0.52
H -1.3749 1.3888 4.9617 0.36
H -1.8286 3.0499 4.6003 0.50
H -0.1217 2.6072 4.7005 0.37
H 1.1918 -2.1945 0.6834 0.16
H 2.3738 -1.8698 1.9728 0.31
H 2.7127 -3.0898 0.7496 0.62
H 1.7226 -1.3956 -1.7666 0.24
H 3.1375 -2.4405 -1.6307 0.50
H 3.3391 -0.7564 -2.1016 0.37
H 4.6342 -0.8124 1.4038 0.38
H 4.9955 -0.3390 -0.2603 0.33
H 4.8550 -2.0418 0.1580 0.52
F -0.4985 -2.3053 -1.2590 -0.20
C -1.3924 -1.8966 -2.1632 0.66
F -0.8699 -1.9977 -3.3697 -0.21
F -2.4747 -2.6402 -2.0657 -0.21
S -1.8861 -0.1381 -1.8428 0.97
O -2.1415 -0.0690 -0.3867 -0.81
O -2.9384 0.1265 -2.7473 -0.52
N -0.4610 0.6205 -2.0029 -0.71
S -0.5995 2.2547 -2.3343 0.83
O -1.9254 2.7246 -2.1313 -0.58
O 0.5165 2.8922 -1.7197 -0.53
C -0.2553 2.2149 -4.1509 0.59
F -1.1855 1.5087 -4.7675 -0.21
F -0.2431 3.4551 -4.6083 -0.19
F 0.9362 1.6558 -4.3464 -0.20
```

Summary:
* total charge: +1
* Kohn-Sham gap: 8.37 eV
* ΔE to the lowest compared entry with this formula, charge and spin: 0.060 eV
* electronic energy: -3441.5935 Eh
* E_HOMO: -12.40 eV
* E_LUMO: -4.02 eV


(3)
C20H28HfN6O2SSe | ωB97M-V/def2-TZVPD

XYZ file:
```
59
Properties=species:S:1:pos:R:3:mulliken_charge:R:1
Hf -15.4727 -6.3557 -7.8657 1.19
O -17.1415 -10.4845 -9.0926 -0.52
C -17.5682 -9.4053 -9.8961 -0.73
C -17.2522 -8.0810 -9.2249 0.23
C -17.0904 -6.9802 -10.0800 -0.36
C -16.9144 -5.6649 -9.6971 -1.04
N -17.0793 -5.2764 -8.3832 -0.23
C -18.0620 -7.3171 -6.8386 2.72
C -17.0611 -8.0429 -7.8048 -0.68
C -17.2140 -7.0727 -5.5627 -0.41
C -17.7620 -6.8598 -4.3189 -0.26
C -17.0062 -6.1545 -3.3212 -0.12
C -17.5962 -5.7585 -1.9680 -0.52
O -18.9626 -6.1463 -2.0665 -0.50
C -15.6432 -5.9529 -3.6326 -0.81
C -15.1140 -6.3110 -4.8451 -0.36
N -15.8855 -6.7761 -5.8490 -0.34
H -17.2452 -11.3071 -9.5973 0.38
H -18.6534 -9.4633 -10.0734 0.35
H -17.0584 -9.3829 -10.8801 0.48
H -16.9286 -7.1870 -11.1354 0.51
H -16.6017 -4.9089 -10.4065 0.58
H -16.5882 -8.9625 -7.4218 0.74
H -18.8163 -7.1650 -4.1135 0.57
H -17.5237 -4.6739 -1.7837 0.39
H -17.0461 -6.2871 -1.1757 0.42
H -19.3718 -6.1016 -1.1909 0.34
H -15.0149 -5.4063 -2.9355 0.47
H -14.0361 -6.1401 -5.0443 0.54
C -21.9394 -7.6941 -6.9398 -0.97
N -20.5166 -7.4003 -7.0898 0.00
C -19.4297 -7.9803 -6.5885 -0.35
S -18.4992 -5.6157 -7.5032 -0.11
N -19.4131 -9.1400 -5.9106 -0.02
C -20.4630 -10.1646 -5.7497 -0.89
H -22.5137 -6.8859 -7.3868 0.38
H -22.2664 -7.8201 -5.8835 0.36
H -22.1866 -8.6190 -7.4840 0.39
H -20.3374 -6.5797 -7.6737 0.09
H -18.5439 -9.4150 -5.4712 0.30
H -21.1202 -9.9636 -4.8861 0.36
H -20.0145 -11.1716 -5.6399 0.36
H -21.0805 -10.1868 -6.6698 0.29
C -11.2619 -6.0478 -9.6259 -0.78
N -10.9228 -5.3242 -8.4200 0.17
C -9.6070 -5.0890 -7.8878 -0.39
C -9.7301 -4.3507 -6.7941 -0.36
N -11.1438 -4.1085 -6.6309 0.19
C -11.7984 -3.2037 -5.6656 -0.85
C -11.8189 -4.7081 -7.6427 0.12
Se -13.6886 -4.4547 -8.1574 -0.19
H -10.3308 -6.2454 -10.1908 0.29
H -11.9546 -5.4433 -10.2553 0.38
H -11.7969 -6.9867 -9.4162 0.26
H -8.7761 -5.5360 -8.4234 0.46
H -9.0516 -3.9638 -6.0126 0.48
H -12.2710 -3.7909 -4.8538 0.27
H -12.5497 -2.5689 -6.1600 0.39
H -11.0057 -2.5695 -5.2658 0.34
```

Summary:
* total charge: +4
* Kohn-Sham gap: 5.45 eV
* ΔE to the lowest compared entry with this formula, charge and spin: 3.585 eV
* electronic energy: -4104.0155 Eh
* E_HOMO: -19.91 eV
* E_LUMO: -14.46 eV


(4)
C20H28IN2O2P2Pd | ωB97M-V/def2-TZVPD

XYZ file:
```
56
Properties=species:S:1:pos:R:3:mulliken_charge:R:1
Pd 0.1082 -0.7711 0.2511 0.22
C 1.9067 -1.7943 -4.0012 -1.19
C 1.5766 -0.3548 -3.7563 0.81
N 1.8999 0.5255 -4.6617 -0.61
C 1.6109 1.8329 -4.4621 -0.90
C 0.9670 2.3004 -3.3550 0.91
C 0.6727 3.7730 -3.2302 -1.01
O -0.7220 4.0643 -3.1958 -0.52
C 0.6002 1.3652 -2.3435 -0.50
C -0.2050 1.8202 -1.2490 -0.25
N -0.5320 1.1639 -0.1826 0.05
C -1.4883 1.7946 0.6673 -0.21
C -1.1909 3.0053 1.2853 0.07
C -2.1149 3.6181 2.1167 -0.81
C -3.3522 3.0284 2.3325 -0.57
C -3.6604 1.8219 1.7211 -0.39
C -2.7289 1.2037 0.8998 -0.27
I -3.2201 -0.6304 0.0291 0.18
C 0.9236 0.0095 -2.5241 0.21
O 0.6694 -0.9494 -1.6886 -0.68
H 2.3542 -1.8943 -4.9861 0.40
H 1.0103 -2.4149 -3.9421 0.32
H 2.6087 -2.1600 -3.2492 0.20
H 1.9222 2.5109 -5.2479 0.35
H 1.1635 4.3036 -4.0491 0.41
H 1.0764 4.1750 -2.2993 0.35
H -1.1056 3.8267 -4.0469 0.33
H -0.6431 2.8094 -1.3697 0.82
H -0.2223 3.4578 1.1098 0.53
H -1.8689 4.5589 2.5901 0.41
H -4.0817 3.5055 2.9725 0.42
H -4.6263 1.3622 1.8800 0.44
C 2.0812 -3.5015 -0.4445 -1.13
P 0.7032 -2.9189 0.5558 1.09
C -0.6760 -4.0248 0.1768 -1.32
C 1.1155 -3.1986 2.3131 -0.97
C 0.1280 -2.3959 3.1569 -0.89
P -0.0296 -0.6979 2.4854 1.15
C -1.3705 0.0029 3.4749 -1.20
C 1.4482 0.1854 3.0633 -1.38
H 2.2964 -4.5498 -0.2358 0.47
H 2.9638 -2.8948 -0.2457 0.36
H 1.8101 -3.3759 -1.4922 0.20
H -0.3832 -5.0658 0.3195 0.43
H -0.9715 -3.8707 -0.8613 0.33
H -1.5294 -3.7913 0.8132 0.32
H 2.1393 -2.8525 2.4723 0.42
H 1.0858 -4.2623 2.5557 0.49
H 0.4174 -2.3619 4.2089 0.50
H -0.8683 -2.8446 3.1092 0.39
H -1.1387 -0.1681 4.5276 0.52
H -2.3126 -0.4855 3.2279 0.33
H -1.4696 1.0730 3.2982 0.28
H 1.5300 0.1554 4.1506 0.43
H 1.3808 1.2250 2.7402 0.32
H 2.3414 -0.2483 2.6151 0.36
```

Summary:
* total charge: +1
* Kohn-Sham gap: 7.76 eV
* ΔE to the lowest compared entry with this formula, charge and spin: 0.000 eV
* electronic energy: -2147.0682 Eh
* E_HOMO: -10.55 eV
* E_LUMO: -2.79 eV


Which of these has the highest total charge?
C20H28HfN6O2SSe


Which formula does entry 2 have?
C20H28F6N3O4P2PtS2


Among the records above, which one has the lowest electronic energy?
C20H28F12KO12V


The highest electronic energy belongs to which entry?
C20H28IN2O2P2Pd